No. 1
174
Properties=species:S:1:pos:R:3:forces:R:3 method="wB97M-V/def2-TZVPD" lumo_energy_ev=0.00 e_above_lowest_kj_mol=179.5 gap_ev=9.9460 e_tot_ev=-77180.07052
O 4.69302 30.13642 -3.64184 -0.07 -0.28 -0.06
O 11.70953 27.45824 -7.74223 -0.57 0.80 2.03
O 7.96550 20.99911 -7.08175 0.11 0.98 1.22
O 17.61770 36.16226 -9.74900 1.57 0.18 -1.69
O 18.79677 26.80043 -6.53393 0.78 -0.19 0.61
O 7.77733 23.87169 -17.06467 1.77 0.37 -0.91
O 3.90829 23.17622 -7.35107 0.42 -1.03 0.85
O 10.74373 35.27557 -12.90570 -0.72 0.25 0.24
O 11.83311 25.29699 -16.00293 0.39 -1.05 1.41
O 12.28766 30.91141 -4.92419 -0.82 1.36 -2.18
O 14.44508 21.90598 -13.93134 0.71 -0.75 0.05
O 16.27344 32.11079 -15.61804 -0.11 -0.61 0.47
O 10.63207 34.22273 -6.83966 -0.41 -0.48 -1.17
O 4.88543 31.31774 -13.50707 -1.74 1.67 -1.41
O 10.95827 23.40587 -5.11278 -1.18 0.29 -0.44
C 6.98832 23.89346 -14.85150 -0.38 0.81 -0.90
C 9.67543 19.57464 -7.92484 -0.36 -0.02 -0.32
C 11.77114 27.42187 -9.11280 1.57 1.42 -2.03
C 13.02384 22.31295 -4.75065 -0.30 -0.20 0.55
C 8.00539 20.84636 -9.43728 0.12 -0.57 -0.47
C 4.44083 28.91923 -13.54937 0.57 1.40 0.07
C 15.04414 21.93802 -12.61450 -1.80 -0.07 0.33
C 6.62053 23.74308 -16.34703 -2.10 -0.37 1.49
C 6.65132 30.48688 -4.97704 0.38 0.38 0.29
C 17.49905 32.02967 -14.83483 -1.95 -0.15 0.19
C 11.74917 33.20393 -13.34498 0.64 0.29 -1.62
C 17.53421 28.72589 -7.08044 -0.82 -0.05 -0.38
C 17.87393 33.42402 -14.41650 0.68 0.75 0.05
C 11.32494 27.62889 -15.97194 0.44 1.17 0.76
C 11.80195 23.00993 -4.08044 1.55 -0.43 0.30
C 10.52246 26.86771 -9.73527 -0.49 -0.74 -0.04
C 8.26489 20.13189 -8.12853 0.08 -0.47 0.01
C 12.90837 30.64730 -3.72542 0.04 0.12 0.81
C 16.39582 35.94519 -9.15297 -1.06 -1.41 0.89
C 11.35664 34.55492 -13.95610 0.83 -0.31 0.04
C 10.30645 34.11789 -8.26158 0.42 0.54 1.15
C 5.54234 32.38195 -3.66584 0.36 1.05 0.13
C 12.49446 26.51160 -17.87495 1.32 1.27 0.54
C 5.33757 30.10389 -13.07333 0.68 -1.54 1.64
C 11.88595 30.05771 -2.77307 0.44 -0.50 0.45
C 5.93238 22.43991 -16.67402 0.37 -1.09 0.39
C 13.52219 31.95591 -3.19990 0.60 -0.32 -0.09
C 4.05916 25.33360 -8.30625 -0.67 0.55 0.86
C 11.13490 22.18214 -2.97305 0.70 0.26 -0.04
C 17.66324 26.69154 -8.62887 -1.13 -0.46 -0.35
C 10.52568 34.46060 -15.23258 -1.20 -0.12 0.27
C 2.65377 24.91335 -6.18277 0.48 0.08 0.68
C 16.07204 34.44412 -8.94233 0.71 0.24 0.41
C 3.89763 24.55239 -6.97979 -0.15 -0.25 -2.03
C 5.37790 31.09725 -4.43971 -0.41 0.34 -0.47
C 5.38038 30.12139 -11.54992 0.36 -1.01 0.39
C 12.11511 28.82377 -9.70384 -0.65 -0.08 0.43
C 12.33545 26.56817 -16.34235 -1.78 -0.63 -1.97
C 15.33640 36.57798 -10.00519 0.01 1.26 -0.18
C 13.89499 22.44020 -11.66535 0.93 -1.05 -0.56
C 17.18223 31.13326 -13.62756 0.36 -0.39 -0.32
C 15.46001 20.49160 -12.21470 -0.10 0.05 -0.35
C 17.60855 27.19421 -7.18497 0.72 0.78 -0.22
H 10.62032 21.29425 -3.34044 -0.10 0.04 -0.17
H 12.76169 32.65537 -2.85275 0.01 -0.03 -0.10
H 10.47782 22.77690 -2.33854 -0.21 0.03 -0.28
H 12.39675 32.71129 -14.07027 -0.09 -0.25 -0.33
H 11.37480 26.62690 -7.39808 -0.03 -0.15 -0.01
H 14.27713 22.49416 -10.64596 -0.29 0.44 0.05
H 7.56506 23.85351 -18.00073 0.07 -0.04 -0.11
H 14.66984 19.80614 -12.52111 -0.11 0.11 -0.21
H 7.08606 21.32436 -7.28761 -0.13 0.31 0.38
H 10.30911 27.57248 -16.36313 0.17 -0.57 -0.46
H 13.69035 29.91712 -3.93383 0.35 -0.15 0.43
H 12.25530 35.10587 -14.23351 0.40 -0.11 0.01
H 18.67937 25.91962 -6.17063 0.08 -0.06 -0.07
H 10.03318 35.41088 -15.43875 0.43 0.32 -0.17
H 4.99938 22.26409 -16.13860 -0.04 0.28 0.02
H 10.27534 22.73834 -5.21078 -0.20 -0.06 -0.23
H 3.44916 28.96906 -13.09970 -0.14 0.39 -0.25
H 5.02731 25.24870 -8.79981 0.04 -0.13 0.32
H 18.17216 29.19895 -7.82699 0.10 0.00 0.09
H 18.07940 31.04248 -13.01524 0.01 0.25 0.20
H 9.64149 27.36947 -9.33500 0.03 0.06 0.23
H 12.78635 21.26869 -4.95370 -0.14 -0.06 -0.31
H 3.52216 22.98521 -8.20898 -0.15 0.53 0.00
H 9.82101 18.71988 -8.58536 0.06 -0.01 -0.06
H 12.47692 29.65388 -1.95100 -0.46 -0.08 0.46
H 6.62236 21.65424 -16.36621 -0.01 -0.30 0.02
H 13.26534 22.83256 -5.67790 -0.12 -0.07 0.02
H 16.96903 30.10518 -13.92028 -0.13 0.04 -0.34
H 13.39577 23.33246 -12.04318 0.49 0.41 0.28
H 15.49749 36.33230 -11.05485 -0.21 -0.50 0.04
H 17.14217 33.96311 -13.81482 -0.45 -0.59 0.12
H 16.51897 36.41003 -8.17478 -0.92 0.06 0.41
H 11.11325 30.74400 -2.42660 0.36 0.37 0.06
H 10.86213 36.21864 -13.04067 -0.08 0.03 -0.11
H 16.50699 29.03574 -7.27257 -0.12 0.02 -0.42
H 3.82309 26.37995 -8.11252 0.24 0.21 -0.18
H 7.72411 23.15309 -14.53755 0.00 0.15 -0.01
H 13.27846 26.74050 -15.82357 -0.04 -0.21 -0.04
H 12.08208 30.12311 -5.43204 0.07 -0.22 0.24
H 18.43038 27.06749 -9.30582 0.31 0.36 0.60
H 12.68949 26.86769 -9.30676 -0.17 -0.73 -0.82
H 15.99916 33.83593 -9.84394 -0.08 0.38 -0.30
H 9.60331 34.93214 -8.43673 0.12 -0.14 -0.27
H 7.55332 19.31320 -8.02121 0.01 -0.51 -0.33
H 1.70791 25.02165 -6.71358 0.24 0.04 -0.38
H 5.77618 33.20562 -4.34036 0.37 -0.02 -0.13
H 5.75649 22.26996 -17.73623 -0.07 0.34 -0.13
H 13.00563 29.28721 -9.27923 0.14 -0.34 0.04
H 10.86757 32.56998 -13.25024 0.12 0.06 0.69
H 11.09539 33.41013 -6.62377 0.14 -0.07 0.31
H 2.89255 25.82661 -5.63772 -0.31 0.28 -0.08
H 13.89211 22.68097 -14.05455 0.06 0.13 0.09
H 18.22642 31.50086 -15.45076 0.45 0.37 0.06
H 12.92609 27.46523 -18.17890 -0.12 0.21 -0.36
H 15.87410 22.64341 -12.65558 0.19 -0.10 0.31
H 11.93420 21.83727 -2.31709 0.04 -0.15 0.07
H 4.82498 27.95401 -13.21941 0.43 0.13 -0.32
H 17.99482 34.07513 -15.28226 0.35 -0.08 -0.20
H 14.17673 32.43345 -3.92902 -0.48 0.05 -0.54
H 6.41375 29.71590 -5.71002 0.13 -0.42 0.51
H 6.13562 23.92783 -14.17339 -0.21 -0.53 -0.21
H 11.03584 34.10146 -16.12636 0.39 0.18 0.21
H 11.20364 27.69248 -14.89058 0.11 -0.08 0.13
H 9.86056 33.16627 -8.55088 -0.14 -0.07 0.25
H 17.71914 29.17055 -6.10261 0.45 -0.55 0.13
H 6.14096 30.74982 -11.08658 -0.10 0.49 -0.31
H 15.59288 20.27981 -11.15376 -0.17 0.73 0.26
H 4.78244 24.69892 -6.36033 -0.05 -0.06 0.10
H 5.64539 29.12864 -11.18616 -0.10 -0.24 0.05
H 11.22322 34.24989 -8.83622 -0.10 0.16 -0.23
H 4.66986 32.75779 -3.13141 -0.48 -0.56 -0.16
H 16.31686 32.74949 -16.33342 0.45 0.11 0.08
H 2.49915 24.16372 -5.40674 0.04 -0.16 -0.06
H 14.25723 31.79377 -2.41154 -0.42 -0.38 0.50
H 9.80054 19.22273 -6.90082 -0.10 0.05 0.01
H 9.65844 33.80972 -15.12147 0.02 -0.39 0.32
H 4.39114 30.35307 -11.15519 0.02 0.17 -0.01
H 10.41417 26.92324 -10.81847 0.53 0.16 -0.05
H 10.46696 25.80885 -9.48259 -0.29 -0.15 0.06
H 11.53687 26.39498 -18.38241 0.04 -0.22 0.10
H 11.32172 29.24620 -3.23262 0.28 -0.23 -0.15
H 4.41949 29.04090 -14.63235 -0.41 -0.58 -0.03
H 16.72070 26.87400 -9.14505 -0.24 0.25 0.03
H 16.38798 20.11325 -12.64343 -0.01 0.38 -0.46
H 5.90484 24.52356 -16.60539 -0.01 0.54 0.06
H 11.73451 28.58687 -16.29228 -0.11 0.26 0.02
H 5.41833 32.03879 -13.16396 0.11 -0.16 0.10
H 13.24286 25.77543 -18.16825 -0.37 -0.31 0.01
H 17.74075 25.60449 -8.64905 0.20 -0.12 0.21
H 3.29112 24.98697 -8.99767 -0.10 -0.07 -0.10
H 14.32156 36.36832 -9.66719 0.10 -0.26 -0.11
H 12.22207 28.74504 -10.78572 0.22 -0.18 0.02
H 16.33818 31.45397 -13.01697 0.11 0.39 -0.12
H 16.77766 26.74747 -6.63894 -0.35 0.01 -0.25
H 15.44609 37.66237 -9.99279 0.00 0.17 0.15
H 11.04384 25.10902 -16.51609 -0.08 0.12 -0.08
H 7.15282 21.52339 -9.38374 -0.04 0.05 0.27
H 18.78640 33.45221 -13.82092 0.22 -0.08 -0.18
H 12.17238 23.93185 -3.63217 -0.01 0.13 0.13
H 8.87692 21.42366 -9.74593 -0.04 -0.07 -0.21
H 6.30623 32.34910 -2.88899 0.29 -0.29 -0.16
H 6.34112 30.01034 -13.48833 0.31 -0.73 0.09
H 18.31888 35.63182 -9.36352 -0.15 -0.08 0.20
H 11.31642 29.55078 -9.55674 -0.29 -0.08 0.21
H 7.35751 24.91771 -14.79941 0.66 -0.13 0.29
H 13.10863 21.68679 -11.71135 0.06 -0.26 0.19
H 7.71034 20.08886 -10.16338 0.40 0.15 -0.46
H 15.16931 34.29531 -8.34984 -0.04 0.16 -0.03
H 13.93318 22.27678 -4.15075 -0.08 0.22 0.31
H 4.72606 31.26708 -5.29666 -0.05 0.42 -0.25
H 7.32118 31.16661 -5.50370 -0.33 0.50 0.01
H 16.90029 34.02236 -8.37292 0.04 -0.22 0.20
H 3.77747 30.37748 -3.80073 -0.24 -0.40 0.47
H 7.22843 30.18527 -4.10292 0.07 -0.73 -0.18
H 10.45785 20.30184 -8.14192 -0.09 0.17 0.01
H 12.43399 33.32017 -12.50497 -0.75 0.03 0.47



No. 2
12
Properties=species:S:1:pos:R:3:forces:R:3 method="wB97M-V/def2-TZVPD" lumo_energy_ev=0.70 e_above_lowest_kj_mol=460.9 gap_ev=9.4326 e_tot_ev=-7324.50744
O -1.98914 0.17648 -0.18767 -0.32 0.21 -0.06
C -2.70386 1.25682 -0.10096 0.41 -0.18 0.15
C -0.66956 0.03623 0.38928 0.15 0.05 0.14
C 1.63355 -0.61949 -0.18505 0.46 -0.07 0.19
C 2.73333 -0.77485 0.27886 -0.44 0.07 -0.17
C 0.28198 -0.41730 -0.71238 -0.03 0.00 -0.04
H -0.09793 -1.34832 -1.14789 0.08 0.12 0.05
H -2.08418 1.99301 0.49496 -0.13 -0.07 -0.11
H -0.36947 0.99780 0.82305 -0.05 -0.14 -0.07
H 0.29648 0.33316 -1.51160 0.02 -0.10 0.12
H -0.74366 -0.71831 1.17699 0.02 0.10 -0.11
H 3.71247 -0.91524 0.68241 -0.18 0.02 -0.08



No. 3
12
Properties=species:S:1:pos:R:3:forces:R:3 method="wB97M-V/def2-TZVPD" lumo_energy_ev=-0.07 e_above_lowest_kj_mol=388.8 gap_ev=9.2988 e_tot_ev=-10168.80830
N -1.71731 -0.73614 0.57106 1.36 -3.27 -1.62
N 2.13350 -0.32274 0.67906 10.31 1.97 5.76
N 0.47094 -1.26485 -0.45359 -3.42 -7.17 -2.59
N -0.66010 1.27123 -0.39409 -0.33 -1.00 0.91
C 1.14501 -0.35332 0.05609 -2.93 7.98 -2.31
C 0.56836 0.92571 -0.45652 -1.49 1.50 -0.67
C -1.59414 0.47553 0.40859 -0.16 6.80 0.68
C -0.74992 -1.45784 -0.34724 -2.79 -0.49 1.65
H 1.19405 1.65795 -0.94608 0.61 -0.01 -0.20
H -2.25184 1.39593 0.96571 1.32 -3.21 -1.20
H -1.23765 -2.28626 -0.86875 0.11 0.37 -0.04
H 2.69911 0.69480 0.78576 -2.60 -3.47 -0.37



No. 4
9
Properties=species:S:1:pos:R:3:forces:R:3 method="wB97M-V/def2-TZVPD" lumo_energy_ev="3.65 / 3.63" total_charge=-1 spin_multiplicity=6 gap_ev="4.7174 / 3.6946" e_tot_ev=-39584.01805
Mn 3.44684 -0.23649 -0.23273 0.63 0.32 -0.06
O 1.69431 -1.25774 -0.00885 -0.85 -0.70 0.85
O -0.44744 -0.74859 0.03245 -0.93 -0.49 0.50
O 1.11881 0.86932 0.12060 -0.50 0.24 0.81
C 0.83653 -0.33996 0.14468 1.23 0.57 -2.21
C -1.45946 0.24685 -0.00557 0.24 0.12 0.10
H -2.41134 -0.28935 -0.07490 0.18 0.06 0.02
H -1.33490 0.89690 -0.88130 0.01 -0.07 0.23
H -1.44336 0.85905 0.90564 -0.01 -0.05 -0.24



No. 5
11
Properties=species:S:1:pos:R:3:forces:R:3 method="wB97M-V/def2-TZVPD" lumo_energy_ev=2.84 e_above_lowest_kj_mol=89.5 total_charge=-1 gap_ev=7.0000 e_tot_ev=-27921.70402
S -2.51474 0.34349 -1.45531 0.13 0.23 -0.14
S -0.59929 -0.16842 -1.99491 0.42 0.32 0.62
O 1.41170 -0.74922 1.82913 0.47 0.28 1.19
O 2.57496 0.61859 3.26234 -0.52 -0.82 -0.37
C 2.36955 -0.42086 2.58545 0.08 0.81 -0.62
C 0.26326 0.02514 -0.33631 0.56 -1.43 -0.48
H 3.22169 -1.13411 2.53497 0.29 -0.35 0.31
H 1.39739 0.17932 -0.49398 -2.07 -0.18 0.26
H -0.23713 0.81772 0.21286 0.39 0.21 -0.15
H 0.08248 -0.92615 0.22927 0.46 1.10 -0.66
H -2.33007 1.68146 -1.50614 -0.21 -0.17 0.02



No. 6
12
Properties=species:S:1:pos:R:3:forces:R:3 method="wB97M-V/def2-TZVPD" lumo_energy_ev=0.68 e_above_lowest_kj_mol=248.1 smiles="Nc1n[nH]n(O)c1=O" gap_ev=9.2446 e_tot_ev=-12190.91633
O 2.54765 0.38861 0.08229 -1.55 -0.44 -0.23
O 0.05203 2.00816 -0.10666 0.39 0.62 -0.36
N -2.14712 0.21683 0.08998 -0.61 1.60 0.67
N 1.21916 0.00262 -0.14482 2.99 -0.44 -0.86
N -0.45503 -1.38806 0.01749 -2.23 -0.86 0.21
N 0.88662 -1.35750 -0.03432 1.46 1.21 1.62
C 0.17913 0.80376 -0.15143 -2.13 0.26 1.70
C -0.92186 -0.19146 0.08100 3.28 -1.26 -1.75
H 2.51665 0.51943 1.03707 0.54 0.18 0.28
H -2.19689 1.17947 -0.09764 -0.66 1.32 -0.11
H 1.24084 -1.83337 -0.82416 0.32 -0.77 -1.06
H -2.92118 -0.34849 0.05121 -1.80 -1.42 -0.10